# 1
The following is a quantum chemistry calculation of a molecular structure, C16H17N2S3SiZn, from the OMol25 dataset.

The value obtained for the HOMO-LUMO gap (spin up / spin down) is 6.26 / 8.13 eV. The highest occupied orbital energy (spin up / spin down) is -6.1 / -8.0 eV. As for the expectation value of S²: 0.755. The energy is -3992.82230 a.u. Its spin multiplicity is 2. For the energy above the lowest of the compared OMol25 structures with the same formula, charge and spin, the calculation gives 5.5 kcal/mol. The calculation puts the lowest unoccupied orbital energy (spin up / spin down) at 0.18 / 0.15 eV.

XYZ file:
```
40
Properties=species:S:1:pos:R:3:forces:R:3:lowdin_charge:R:1
Zn -2.069263 -1.480299 0.817757 0.075 0.100 -0.097 0.396
C 0.912345 0.050106 -4.886606 -0.086 -0.053 -0.173 -0.174
Si 1.324766 0.371251 -3.100242 -0.090 -0.016 0.068 0.487
C 2.433397 -0.970298 -2.468893 0.098 -0.135 0.077 -0.216
C 2.212437 2.002018 -2.938706 0.101 0.172 0.021 -0.178
C -0.324929 0.578585 -2.199515 -0.059 -0.046 0.065 -0.236
C -1.082947 1.681066 -2.571146 -0.071 0.017 0.035 -0.085
C -2.331222 1.952953 -2.011178 0.034 0.020 -0.051 -0.066
C -2.798203 1.084870 -1.054134 0.037 -0.108 -0.004 -0.143
N -2.094322 0.018016 -0.664843 -0.049 0.085 0.021 -0.071
C -0.887706 -0.262788 -1.213806 -0.012 -0.022 0.019 -0.728
S -0.173547 -1.721217 -0.563485 -0.112 0.103 -0.054 0.611
H 1.817896 -0.032018 -5.492340 -0.015 0.003 0.002 0.034
H 0.295090 0.847800 -5.306547 0.011 -0.018 -0.015 0.030
H 0.356192 -0.885994 -4.979828 0.014 0.018 -0.036 0.038
H 3.360383 -0.928772 -3.048819 0.016 -0.036 0.029 0.035
H 1.990158 -1.959139 -2.586080 0.034 0.015 -0.002 0.016
H 2.675547 -0.838482 -1.413604 0.013 -0.016 -0.022 0.025
H 3.162226 1.969986 -3.478651 -0.011 0.020 0.014 0.035
H 2.429322 2.215144 -1.889127 0.011 0.020 -0.023 0.037
H 1.631618 2.835870 -3.338144 0.023 0.006 0.007 0.025
H -0.700896 2.360951 -3.326764 0.006 -0.017 0.005 0.101
H -2.918423 2.807332 -2.315914 0.008 -0.004 -0.004 0.102
H -3.763960 1.219159 -0.580997 0.008 -0.001 0.027 0.117
S -0.430857 1.950904 3.581702 0.065 0.095 -0.013 1.091
C -1.270827 1.165899 2.309144 -0.106 0.077 -0.119 -0.434
N -1.186846 -0.119352 2.272334 0.140 -0.277 0.217 -0.021
C -0.381031 -0.594740 3.311515 -0.147 0.049 -0.208 -0.297
C -0.067062 -1.931933 3.554931 -0.042 -0.039 0.009 -0.021
C 0.756496 -2.224709 4.618217 0.016 0.038 0.042 -0.063
C 1.269522 -1.209127 5.440194 -0.007 -0.052 -0.032 -0.077
C 0.964542 0.114211 5.210480 -0.042 0.007 -0.025 -0.083
C 0.130417 0.409085 4.131618 0.075 0.034 0.147 -0.465
H -1.827290 1.735174 1.576368 -0.010 -0.014 0.037 0.079
H -0.476553 -2.714858 2.930592 -0.014 0.012 -0.025 0.090
H 1.008467 -3.255421 4.827658 0.005 0.004 -0.001 0.109
H 1.915112 -1.468844 6.268496 -0.005 -0.009 -0.002 0.106
H 1.356920 0.896214 5.846120 0.000 0.006 -0.010 0.110
S -3.671345 -3.222661 3.043870 -0.110 0.011 -0.132 0.484
C -3.545624 -2.445940 1.688371 0.196 -0.047 0.205 -0.801
```
Forces are in eV/Å.


# 2
The following is a quantum chemistry calculation of a molecular structure, C28H49BeBrNO3P3 at a distorted geometry, from the OMol25 dataset.

The value obtained for the HOMO-LUMO gap (spin up / spin down) is 6.16 / 6.15 eV. The highest occupied orbital energy (spin up / spin down) is -14.0 / -14.0 eV. Its charge is +2. The energy is -4989.13955 a.u. Its spin multiplicity is 1. For the energy above the lowest of the compared OMol25 structures with the same formula, charge and spin, the calculation gives 0.0 kcal/mol. The calculation puts the lowest unoccupied orbital energy (spin up / spin down) at -7.85 / -7.85 eV.

XYZ file:
```
86
Properties=species:S:1:pos:R:3:forces:R:3:lowdin_charge:R:1
N -5.069859 -0.767902 3.054224 -0.028 -0.041 0.112 0.095
C -3.992768 -0.197639 3.599694 0.120 0.027 -0.508 -0.097
C -2.936049 0.290794 2.824567 -0.206 0.055 -0.316 0.011
C -3.022279 0.233000 1.407718 -0.241 -1.089 0.714 -0.201
C -4.206546 -0.318603 0.854408 0.064 0.044 0.581 -0.010
C -5.184615 -0.829145 1.729173 0.612 0.338 -0.459 -0.104
C -1.939878 0.795308 0.597305 -1.669 1.044 -2.116 -0.025
Be -0.317676 -0.182392 -0.351414 1.242 -0.776 0.532 0.199
P 1.626083 0.495793 -1.041899 0.478 0.540 -0.814 1.005
C -1.923877 0.743183 -0.828866 -1.276 1.255 2.548 -0.134
C -1.561401 1.922779 -1.636099 0.617 -0.134 -0.370 -0.241
C -1.927815 1.951796 -2.998615 0.371 0.116 0.397 -0.014
C -1.413741 2.936716 -3.834945 -0.094 0.149 0.186 -0.091
C -0.556318 3.901271 -3.296166 0.337 0.239 -0.243 -0.653
C -0.323295 3.990903 -1.916819 -0.414 -0.407 -0.031 -0.104
C -0.830106 2.987026 -1.086207 0.125 0.499 -0.507 -0.034
Br 0.414182 5.060318 -4.478433 -0.553 -0.394 0.536 0.791
H -1.413634 1.604560 1.114683 0.394 -0.564 -0.287 0.097
H -2.611836 0.051081 -1.318211 0.267 -0.166 0.186 0.110
H -2.081198 0.740748 3.328101 -0.002 -0.134 -0.226 0.109
H -4.407534 -0.324430 -0.218426 0.124 0.005 0.319 0.118
H -3.969632 -0.135455 4.693040 0.012 -0.038 -0.435 0.126
H -6.087087 -1.299495 1.322411 0.297 0.239 0.231 0.127
H -2.619112 1.202143 -3.379498 0.257 0.048 -0.068 0.129
H -0.639202 3.045476 -0.014717 0.024 -0.029 -0.300 0.100
H -1.671990 2.960958 -4.892505 0.127 -0.029 0.256 0.122
H 0.238213 4.827063 -1.506715 -0.032 -0.218 -0.114 0.121
P -0.551082 -2.353377 -0.366152 -0.786 -1.353 -0.630 1.001
C 2.369079 2.011015 -0.318090 -0.445 0.018 0.631 -0.369
C 3.106064 2.974995 -1.243067 0.288 0.158 -0.090 -0.108
H 3.041725 1.652876 0.478329 -0.215 0.124 -0.153 0.078
H 1.545739 2.531897 0.192103 0.345 -0.101 -0.094 0.046
H 3.470823 3.814144 -0.636150 -0.075 -0.182 -0.144 0.095
H 3.985953 2.511930 -1.709552 -0.318 0.178 0.089 0.069
H 2.459906 3.404425 -2.021088 0.160 -0.234 0.147 0.065
C 1.342897 0.871677 -2.825900 -0.331 -0.161 0.178 -0.357
C 2.518169 0.816302 -3.795212 0.087 0.150 -0.252 -0.109
H 0.866426 1.860759 -2.832158 0.146 -0.253 -0.072 0.050
H 0.571144 0.162755 -3.161968 0.160 0.183 0.020 0.063
H 2.136350 1.052384 -4.796480 0.141 -0.079 0.172 0.092
H 3.291810 1.557880 -3.563044 -0.203 -0.282 -0.066 0.067
H 2.967231 -0.182474 -3.842383 -0.047 0.228 0.017 0.078
C 2.972531 -0.750826 -1.001239 -0.401 -0.333 0.215 -0.370
C 4.397814 -0.246662 -1.225590 0.277 0.017 -0.144 -0.110
H 2.706231 -1.505209 -1.759481 0.095 0.100 0.255 0.080
H 2.903126 -1.240526 -0.017745 0.045 0.138 -0.331 0.043
H 5.081534 -1.103104 -1.166539 -0.138 0.205 0.005 0.093
H 4.531261 0.204404 -2.217528 -0.035 -0.107 0.394 0.065
H 4.712314 0.471230 -0.457751 -0.108 -0.157 -0.215 0.080
C 0.365412 -3.750210 0.412589 0.374 0.072 0.396 -0.373
C 1.827175 -3.930309 0.019092 0.326 -0.081 0.147 -0.122
H -0.190035 -4.668477 0.163330 -0.076 0.416 -0.112 0.109
H 0.275292 -3.641389 1.502858 0.003 -0.077 -0.339 0.064
H 2.197430 -4.873947 0.443013 -0.110 0.225 -0.191 0.097
H 1.967492 -3.972911 -1.068639 -0.009 -0.002 0.276 0.075
H 2.461848 -3.137182 0.431832 -0.177 -0.214 -0.180 0.042
C -0.405654 -2.775804 -2.167159 0.347 0.085 0.262 -0.367
C -1.361353 -2.016632 -3.083720 -0.075 0.003 -0.204 -0.130
H -0.555795 -3.863152 -2.261787 0.062 0.307 0.089 0.107
H 0.641884 -2.566139 -2.437920 -0.281 -0.112 -0.074 0.070
H -1.201837 -2.339776 -4.120779 -0.111 0.103 0.252 0.097
H -2.412780 -2.207198 -2.831505 0.229 0.025 -0.060 0.082
H -1.190547 -0.932292 -3.056702 -0.055 -0.189 0.008 0.031
C -2.264201 -2.924764 0.023974 -0.189 0.320 -0.105 -0.366
C -2.490016 -3.219934 1.509805 -0.115 0.073 0.121 -0.124
H -2.475665 -3.821733 -0.577664 0.219 0.217 0.061 0.107
H -2.959323 -2.146080 -0.320564 0.125 -0.259 0.104 0.050
H -3.553006 -3.424347 1.689495 0.274 -0.002 -0.042 0.089
H -1.917875 -4.094911 1.843567 -0.202 0.253 -0.074 0.076
H -2.218502 -2.357613 2.133202 -0.010 -0.207 -0.062 0.065
C -0.253863 3.386449 2.956793 -0.061 0.371 0.429 -0.106
O 0.286841 2.252360 2.252673 0.634 -1.265 0.618 -0.442
P 1.390301 1.305611 3.087526 -0.289 -0.123 0.574 0.940
O 0.520055 1.051088 4.471776 0.115 0.060 -1.106 -0.379
C 0.967507 0.142195 5.490133 0.043 0.132 0.638 -0.124
O 1.138637 -0.112913 2.218326 -0.821 0.744 -0.307 -0.421
C 1.728738 -1.326479 2.693213 0.971 -0.142 0.166 -0.120
H -1.203644 3.638651 2.469394 0.287 0.077 0.073 0.093
H 0.446483 4.241366 2.925662 -0.370 -0.394 -0.062 0.103
H -0.460040 3.112981 4.000783 0.028 0.216 -0.333 0.082
H 2.061980 0.032263 5.506909 -0.264 0.035 -0.121 0.089
H 0.666941 0.543101 6.468366 0.040 -0.021 -0.418 0.101
H 0.477567 -0.827797 5.354759 0.168 0.151 -0.016 0.089
H 1.941870 -1.297231 3.775354 -0.181 -0.096 -0.585 0.069
H 1.064080 -2.160131 2.467444 -0.067 0.271 0.205 0.065
H 2.688527 -1.519066 2.175508 -0.381 0.194 0.239 0.088
```
Forces are in eV/Å.


# 3
The following is a quantum chemistry calculation of a molecular structure, C5H8O, from the OMol25 dataset.

The value obtained for the HOMO-LUMO gap is 8.93 eV. The highest occupied orbital energy is -8.7 eV. The energy is -270.41427 a.u. Its spin multiplicity is 1. For the energy above the lowest of the compared OMol25 structures with the same formula, charge and spin, the calculation gives 90.1 kcal/mol. The calculation puts the lowest unoccupied orbital energy at 0.21 eV.

XYZ file:
```
14
Properties=species:S:1:pos:R:3:forces:R:3:lowdin_charge:R:1
C 1.620669 -0.490257 0.178215 0.104 -0.060 0.023 -0.054
C 0.439783 0.429970 -0.061223 0.118 0.060 0.039 -0.343
C -0.563869 -0.061078 -1.092677 0.131 -0.220 0.085 -0.023
C -1.838284 0.467164 0.471001 0.314 -0.368 -0.394 0.106
C -0.536217 0.475742 1.104023 -0.009 0.016 0.171 -0.522
O -0.284403 0.464216 2.294431 -0.139 0.003 -0.435 0.060
H 2.152964 -0.164579 1.074753 -0.009 -0.043 -0.107 0.086
H 1.281260 -1.518379 0.346858 0.042 0.142 -0.008 0.089
H 2.308304 -0.487747 -0.672475 -0.041 -0.008 0.116 0.081
H 0.772674 1.446762 -0.292763 0.018 -0.101 -0.021 0.153
H -0.500669 0.404139 -2.087150 -0.359 -0.011 0.353 0.115
H -0.668977 -1.139243 -1.183747 0.048 0.092 0.134 0.107
H -1.666691 0.530337 -0.782164 -0.250 0.359 0.264 0.067
H -2.516546 -0.357053 0.702922 0.032 0.139 -0.220 0.078
```
Forces are in eV/Å.